Density functional theory data (ωB97M-V/def2-TZVPD) for a molecular structure, C4H16Br3N8O4Y in a non-equilibrium geometry.

XYZ file:
```
36
Properties=species:S:1:pos:R:3:lowdin_charge:R:1
Y 1.029 0.556 0.581 0.705
Br 2.715 0.771 -1.712 -0.258
Br -0.952 0.513 2.718 -0.249
Br 2.890 1.735 2.192 -0.190
C 0.088 3.755 -0.386 -0.681
O 0.350 2.611 0.054 -0.219
N -0.747 4.491 0.206 0.212
N 0.616 4.221 -1.512 0.199
H -1.100 5.365 -0.156 0.133
H -1.100 4.079 1.059 0.141
H 0.589 5.157 -1.892 0.117
H 1.169 3.560 -2.038 0.087
C 2.686 -2.259 1.831 -0.694
O 2.213 -1.280 1.308 -0.136
N 2.998 -3.406 1.183 0.154
N 3.031 -2.456 3.055 0.197
H 3.856 -3.821 1.517 0.107
H 2.705 -3.383 0.217 0.116
H 3.462 -3.352 3.234 0.122
H 3.067 -1.628 3.633 0.135
C -1.931 0.948 -1.727 -0.667
O -0.831 0.723 -1.100 -0.122
N -3.079 1.271 -1.271 0.177
N -2.096 0.882 -3.010 0.173
H -3.876 1.239 -1.891 0.118
H -3.163 1.100 -0.279 0.131
H -1.282 0.742 -3.591 0.138
H -3.079 0.977 -3.223 0.110
C -0.897 -2.473 0.075 -0.727
O -0.117 -1.551 0.023 -0.079
N -1.079 -3.398 -0.824 0.177
N -1.766 -2.636 1.052 0.173
H -1.811 -4.087 -0.723 0.117
H -0.419 -3.364 -1.587 0.129
H -2.325 -3.478 1.062 0.103
H -1.815 -2.122 1.920 0.050
```

Computed properties:
strongest force on any atom: 6.52 eV Å⁻¹
charge: 0
E_LUMO: 0.1 eV
total energy: -235699.1445 eV
ΔE to the lowest compared entry with this formula, charge and spin: 2.774 eV



Density functional theory data (ωB97M-V/def2-TZVPD) for a molecular structure, C4H16BrCuN8O4 in a non-equilibrium geometry.

XYZ file:
```
34
Properties=species:S:1:pos:R:3:mulliken_spin:R:1
Cu -2.301 17.016 -22.323 -0.002
Br -4.207 16.106 -22.501 0.007
C -4.728 15.810 -25.894 -0.011
O -4.732 15.405 -27.042 0.032
N -5.182 15.173 -24.879 0.040
N -4.172 16.900 -25.557 -0.004
H -5.421 14.199 -25.000 -0.004
H -4.927 15.518 -23.964 0.026
H -4.017 17.112 -24.581 0.000
H -3.805 17.450 -26.320 0.000
C -6.234 18.105 -20.669 -0.026
O -6.740 18.742 -19.782 0.173
N -5.959 18.543 -21.867 -0.016
N -5.946 16.836 -20.623 0.314
H -6.298 19.490 -21.960 0.002
H -5.510 17.977 -22.573 0.004
H -6.063 16.373 -19.733 -0.022
H -5.463 16.380 -21.384 -0.035
C -4.233 13.753 -19.823 0.000
O -3.668 13.300 -18.871 0.001
N -3.730 13.883 -20.999 0.001
N -5.411 14.345 -19.805 0.002
H -4.035 14.686 -21.529 0.004
H -2.849 13.417 -21.166 0.000
H -5.735 14.580 -18.877 0.000
H -5.901 14.606 -20.649 -0.004
C -7.404 15.354 -22.780 -0.018
O -8.595 15.165 -22.668 0.254
N -6.885 16.541 -22.924 0.392
N -6.519 14.460 -22.558 -0.027
H -7.518 17.328 -22.908 -0.026
H -5.902 16.692 -22.745 -0.055
H -5.567 14.737 -22.751 -0.003
H -6.926 13.568 -22.800 0.001
```

Computed properties:
2S+1: 2
strongest force on any atom: 6.53 eV Å⁻¹
charge: +1
E_LUMO (spin up / spin down): -6.1 / -8.9 eV
total energy: -139186.1098 eV
ΔE to the lowest compared entry with this formula, charge and spin: 10.688 eV



Density functional theory data (ωB97M-V/def2-TZVPD) for a molecular structure, C4H16F2N8O4Y in a non-equilibrium geometry.

XYZ file:
```
35
Properties=species:S:1:pos:R:3:lowdin_charge:R:1
Y -9.043 -9.759 -11.786 1.986
F -9.887 -10.711 -13.608 -0.531
F -11.233 -10.150 -11.006 -0.487
C -13.236 -7.637 -9.320 -0.834
O -14.137 -8.431 -9.453 0.092
N -11.998 -7.788 -9.247 0.147
N -13.473 -6.410 -8.978 0.153
H -11.337 -7.027 -9.181 0.109
H -11.753 -8.710 -9.579 0.077
H -12.645 -5.925 -8.661 0.095
H -14.379 -6.043 -8.724 0.128
C -14.239 -9.308 -13.176 -0.774
O -14.914 -9.446 -12.173 0.058
N -12.949 -9.263 -13.176 0.148
N -14.729 -9.120 -14.391 0.154
H -12.483 -9.548 -12.326 0.053
H -12.357 -8.982 -13.944 0.095
H -14.025 -9.134 -15.115 0.095
H -15.718 -9.020 -14.565 0.119
C -14.008 -12.388 -9.801 -0.750
O -14.868 -11.547 -10.037 0.063
N -14.209 -13.502 -9.091 0.144
N -12.754 -12.352 -10.108 0.145
H -13.309 -13.954 -9.160 0.078
H -15.133 -13.789 -8.801 0.122
H -12.396 -11.452 -10.392 0.067
H -12.107 -13.049 -9.768 0.082
C -9.017 -12.710 -10.075 -0.800
O -8.884 -11.567 -10.257 -0.029
N -9.177 -13.673 -10.953 0.208
N -9.030 -13.305 -8.970 0.210
H -9.265 -13.493 -11.943 0.137
H -9.043 -14.583 -10.535 0.134
H -8.844 -12.685 -8.194 0.153
H -9.527 -14.173 -8.832 0.151
```

Computed properties:
strongest force on any atom: 9.87 eV Å⁻¹
charge: +1
E_LUMO: -6.7 eV
total energy: -30990.9891 eV
ΔE to the lowest compared entry with this formula, charge and spin: 5.126 eV



Density functional theory data (ωB97M-V/def2-TZVPD) for 3 unconnected molecules or ions with the total composition C4H16N2O2.

XYZ file:
```
24
Properties=species:S:1:pos:R:3:lowdin_charge:R:1
C -1.385 1.645 1.504 -0.136
N -0.565 0.747 0.703 -0.118
C -1.381 -0.171 -0.094 -0.263
C -0.930 -0.270 -1.538 -0.197
C 0.479 -0.851 -1.678 -0.286
N 0.705 -2.147 -1.043 -0.004
H -2.065 1.103 2.178 0.077
H -0.753 2.307 2.093 0.075
H -2.029 2.224 0.848 0.073
H -0.043 0.132 1.328 0.057
H -2.420 0.144 -0.020 0.104
H -1.391 -1.190 0.313 0.108
H -0.920 0.694 -2.045 0.106
H -1.649 -0.898 -2.070 0.103
H 1.176 -0.131 -1.246 0.076
H 0.839 -0.946 -2.705 0.108
H 0.554 -2.159 -0.047 0.027
H 0.213 -2.887 -1.524 0.064
O 2.451 1.800 -0.391 -0.070
H 1.519 1.994 -0.218 0.013
H 2.872 2.628 -0.630 0.030
O 1.347 -1.006 2.299 -0.052
H 2.138 -0.798 1.788 0.056
H 1.237 -1.963 2.196 0.049
```

Computed properties:
SMILES: CNCCCN.O.O
strongest force on any atom: 0.73 eV Å⁻¹
charge: 0
E_LUMO: 0.8 eV
total energy: -11482.4202 eV
ΔE to the lowest compared entry with this formula, charge and spin: 0.551 eV



Density functional theory data (ωB97M-V/def2-TZVPD) for 3 unconnected molecules or ions with the total composition C4H16N2O2 in a non-equilibrium geometry.

XYZ file:
```
24
Properties=species:S:1:pos:R:3:lowdin_charge:R:1
C -0.469 -0.377 -1.421 -0.138
N 0.185 -1.527 -0.800 -0.132
C 0.409 -1.699 0.642 -0.183
C 0.588 -0.328 1.342 -0.433
C 0.750 -0.443 2.886 -0.064
N 1.611 0.511 0.695 0.025
H -1.169 -0.038 -0.637 0.077
H 0.116 0.549 -1.631 0.033
H -0.774 -0.713 -2.432 0.094
H 0.960 -1.825 -1.370 0.092
H -0.487 -2.147 1.047 0.106
H 1.296 -2.315 0.753 0.117
H -0.303 0.280 1.246 0.108
H 1.635 0.193 3.195 0.082
H 1.176 -1.413 3.157 0.063
H -0.155 -0.148 3.421 0.070
H 2.579 0.503 0.985 0.067
H 1.348 1.484 0.669 0.068
O 1.677 1.073 -3.359 -0.067
H 1.472 0.838 -2.440 -0.011
H 2.354 1.741 -3.441 0.027
O -5.141 1.637 -0.603 -0.065
H -4.208 1.739 -0.838 0.030
H -5.451 2.425 -1.068 0.034
```

Computed properties:
SMILES: CNC[C@@H](C)N.O.O
strongest force on any atom: 2.59 eV Å⁻¹
charge: 0
E_LUMO: 0.6 eV
total energy: -11481.2546 eV
ΔE to the lowest compared entry with this formula, charge and spin: 1.717 eV



Density functional theory data (ωB97M-V/def2-TZVPD) for 2 unconnected molecules or ions with the total composition C4H16N2O2 in a non-equilibrium geometry.

XYZ file:
```
24
Properties=species:S:1:pos:R:3:lowdin_charge:R:1
C 1.052 -1.553 0.300 -0.176
O 1.735 -0.324 0.098 -0.065
C -0.261 -1.376 -0.531 -0.198
C -1.084 -0.177 -0.021 -0.137
C -1.067 1.037 -0.923 -0.139
N 0.125 1.875 -0.723 0.169
N -1.163 -2.649 -0.300 0.248
H 1.742 -2.386 0.285 0.142
H 0.701 -1.469 1.372 0.146
H 2.675 -0.425 -0.092 0.128
H 0.018 -1.222 -1.596 0.171
H -0.811 0.116 1.041 0.163
H -2.113 -0.544 0.092 0.127
H -1.931 1.629 -0.519 0.162
H -1.268 0.860 -1.982 0.149
H 1.042 1.438 -0.865 0.146
H 0.199 2.316 0.227 0.127
H 0.174 2.767 -1.250 0.195
H -1.403 -3.073 -1.197 0.182
H -0.650 -3.337 0.271 0.178
H -1.980 -2.467 0.288 0.167
H 2.153 2.651 1.934 0.074
H 0.854 3.397 2.409 0.078
O 1.261 2.915 1.679 -0.037
```

Computed properties:
strongest force on any atom: 2.99 eV Å⁻¹
charge: +2
E_LUMO: -6.5 eV
total energy: -11466.2762 eV
ΔE to the lowest compared entry with this formula, charge and spin: 1.081 eV



Density functional theory data (ωB97M-V/def2-TZVPD) for 4 unconnected molecules or ions with the total composition C4H16N2O4 in a non-equilibrium geometry.

XYZ file:
```
26
Properties=species:S:1:pos:R:3:lowdin_charge:R:1
N -2.254 1.865 -0.891 0.004
C -0.835 1.676 -0.720 -0.300
C 0.055 0.904 -1.712 -0.158
C 0.092 -0.580 -1.331 -0.134
C 0.729 -0.905 0.005 -0.547
N 2.070 -1.110 0.017 0.178
O 0.071 -1.049 1.031 -0.010
H -2.885 1.132 -0.600 0.062
H -2.481 2.130 -1.841 0.067
H -0.599 1.357 0.299 0.092
H -0.434 2.694 -0.603 0.110
H 1.016 1.399 -1.794 0.106
H -0.434 0.891 -2.690 0.110
H 0.526 -1.199 -2.099 0.115
H -0.929 -0.940 -1.292 0.109
H 2.540 -1.409 0.852 0.114
H 2.576 -0.492 -0.595 0.112
O 1.855 0.895 1.763 -0.069
H 2.076 1.298 2.616 0.058
H 0.896 0.908 1.927 0.004
O -0.553 -3.301 -0.713 -0.047
H -1.110 -2.709 -0.192 0.032
H 0.320 -3.213 -0.324 0.026
O -0.599 0.136 3.281 -0.078
H -0.220 -0.555 2.697 0.004
H -1.488 0.179 2.910 0.040
```

Computed properties:
SMILES: NCCCC(N)=O.O.O.O
strongest force on any atom: 2.18 eV Å⁻¹
charge: 0
E_LUMO: 0.6 eV
total energy: -15577.8930 eV
ΔE to the lowest compared entry with this formula, charge and spin: 0.587 eV



Density functional theory data (ωB97M-V/def2-TZVPD) for 4 unconnected molecules or ions with the total composition C4H16N2O4S in a non-equilibrium geometry.

XYZ file:
```
27
Properties=species:S:1:pos:R:3:lowdin_charge:R:1
C -0.137 -1.001 0.577 -0.208
N 0.969 -0.109 1.113 -0.060
C 0.419 0.986 2.086 -0.535
O 0.636 0.564 3.256 -0.240
C -0.647 -0.446 -0.757 -0.527
C -2.165 -0.196 -0.732 -0.772
S -3.076 -0.671 -2.203 0.120
N -0.241 -1.358 -1.853 -0.082
H 0.309 -2.007 0.447 0.100
H -1.103 -1.036 1.148 0.095
H 1.598 -0.509 1.790 0.060
H 1.091 1.768 1.676 0.068
H -0.522 1.218 1.598 0.085
H -0.077 0.488 -0.961 0.107
H -2.195 0.942 -0.522 0.059
H -2.557 -0.654 0.241 0.045
H -0.818 -0.976 -2.697 0.003
H -0.714 -2.316 -1.793 0.067
H -0.238 -0.095 4.337 0.011
H 0.418 -1.422 4.622 -0.021
O -0.423 -1.010 4.834 -0.213
H 2.153 0.789 -1.047 -0.016
H 1.732 -0.393 -1.849 0.048
O 2.452 0.364 -1.855 -0.153
H 1.536 1.775 -3.932 -0.025
H 0.571 2.795 -3.400 -0.015
O 1.030 2.508 -4.124 0.000
```

Computed properties:
strongest force on any atom: 5.19 eV Å⁻¹
charge: -2
E_LUMO: 5.7 eV
total energy: -26410.9734 eV
ΔE to the lowest compared entry with this formula, charge and spin: 1.572 eV



Density functional theory data (ωB97M-V/def2-TZVPD) for a molecular structure, C4H16N9O7Tl in a non-equilibrium geometry.

XYZ file:
```
37
Properties=species:S:1:pos:R:3:lowdin_charge:R:1
Tl 9.953 -21.188 -12.283 1.303
N 8.353 -19.490 -9.955 -0.617
O 7.199 -19.890 -9.766 0.059
O 8.782 -18.457 -9.509 0.110
O 9.125 -20.126 -10.628 -0.129
C 12.398 -20.626 -10.420 -0.697
O 11.316 -20.932 -10.832 0.009
N 13.178 -21.300 -9.669 0.255
N 12.999 -19.569 -10.866 0.219
H 12.911 -22.270 -9.586 0.155
H 14.000 -20.866 -9.273 0.160
H 12.466 -18.852 -11.336 0.142
H 13.996 -19.596 -11.027 0.146
C 11.020 -23.637 -13.989 -0.683
O 10.649 -22.748 -13.258 -0.002
N 11.213 -23.488 -15.267 0.180
N 11.412 -24.788 -13.623 0.250
H 11.062 -22.558 -15.630 0.144
H 11.463 -24.169 -15.970 0.160
H 11.647 -25.496 -14.304 0.153
H 11.342 -25.089 -12.661 0.157
C 8.221 -19.027 -13.499 -0.687
O 8.935 -19.976 -13.652 -0.068
N 7.537 -18.797 -12.475 0.280
N 8.008 -18.059 -14.386 0.209
H 7.372 -19.546 -11.817 0.110
H 6.940 -17.985 -12.531 0.170
H 8.751 -17.800 -15.021 0.141
H 7.123 -17.623 -14.601 0.148
C 8.505 -21.934 -14.901 -0.634
O 8.799 -21.875 -13.737 -0.060
N 8.043 -20.941 -15.534 0.220
N 8.869 -22.870 -15.765 0.202
H 8.356 -20.075 -15.118 0.075
H 7.461 -20.934 -16.360 0.161
H 9.288 -23.764 -15.554 0.116
H 8.654 -22.683 -16.734 0.145
```

Computed properties:
strongest force on any atom: 7.63 eV Å⁻¹
charge: +2
E_LUMO: -7.1 eV
total energy: -36820.1590 eV
ΔE to the lowest compared entry with this formula, charge and spin: 4.710 eV